Here is a structure of composition C38H48N9Se2Tl from the Open Molecules 2025 dataset. Energies are from ωB97M-V/def2-TZVPD.

E in eV: -188971.146
Gap between HOMO and LUMO in eV: 5.47
Total charge: +2

Geometry (Å):
1 Tl -0.8000 -0.0209 -0.0820
2 N -0.5800 -0.9756 2.2693
3 C -1.7588 -1.1510 3.1367
4 C -2.6447 -2.3078 2.6840
5 C -3.3926 -2.1028 1.3715
6 N -2.4764 -1.9905 0.2322
7 H -0.1757 -1.8972 2.0847
8 H 0.1284 -0.4387 2.7660
9 H -2.3137 -0.2098 3.1363
10 H -1.4513 -1.3584 4.1678
11 H -3.3819 -2.4887 3.4670
12 H -2.0270 -3.2043 2.5911
13 H -4.0066 -1.2012 1.4158
14 H -4.0655 -2.9585 1.2401
15 H -3.0147 -2.0039 -0.6324
16 H -1.8763 -2.8175 0.2213
17 C 2.7340 3.2372 -2.5754
18 C 3.2758 4.2260 -1.5850
19 C 4.5057 4.8280 -1.8365
20 C 5.0229 5.7931 -0.9944
21 C 4.3025 6.1965 0.1187
22 C 3.0879 5.6018 0.3995
23 C 2.5813 4.6066 -0.4325
24 N 1.3160 4.0419 -0.1087
25 C 1.0262 2.7272 0.0515
26 N 2.1171 1.9147 0.1005
27 C 2.3742 0.5795 -0.1910
28 C 1.4364 -0.4047 -0.4669
29 C 1.7835 -1.6922 -0.8128
30 C 3.1220 -2.0431 -0.8601
31 C 4.0801 -1.0958 -0.5479
32 C 3.7425 0.2028 -0.2175
33 C 4.8282 1.1831 0.1227
34 N -0.1995 2.3234 0.2606
35 C -1.2360 3.2884 0.1947
36 C -1.6728 3.7783 -1.0344
37 C -2.6864 4.7176 -1.0897
38 C -3.2695 5.1718 0.0809
39 C -2.8589 4.6624 1.3010
40 C -1.8455 3.7160 1.3797
41 C -1.4084 3.1459 2.6950
42 H 2.8482 3.6412 -3.5794
43 H 1.6805 3.0256 -2.4093
44 H 3.2845 2.2966 -2.5367
45 H 5.0498 4.5413 -2.7245
46 H 5.9775 6.2434 -1.2142
47 H 4.6849 6.9691 0.7653
48 H 2.5127 5.9133 1.2584
49 H 0.5797 4.6982 0.1135
50 H 2.9719 2.4593 0.1327
51 H 1.0284 -2.4311 -1.0321
52 H 3.4072 -3.0504 -1.1184
53 H 5.1229 -1.3721 -0.5624
54 H 5.7942 0.6964 0.0306
55 H 4.7346 1.5380 1.1485
56 H 4.8387 2.0455 -0.5429
57 H -1.2056 3.4263 -1.9427
58 H -3.0068 5.1041 -2.0442
59 H -4.0401 5.9238 0.0470
60 H -3.3250 5.0105 2.2121
61 H -2.1351 3.3551 3.4768
62 H -0.4560 3.5765 3.0019
63 H -1.2692 2.0675 2.6020
64 C 0.3718 -6.7644 -1.9230
65 N 1.0855 -6.8841 -0.6820
66 C 1.0078 -6.0473 0.3632
67 Se -0.0320 -4.5805 0.5353
68 N 1.8493 -6.4556 1.3280
69 C 2.4907 -7.6012 0.9139
70 C 3.4256 -8.4167 1.5292
71 C 3.8424 -9.5305 0.8242
72 C 3.3502 -9.8183 -0.4483
73 C 2.4262 -8.9989 -1.0718
74 C 1.9989 -7.8788 -0.3728
75 H -0.2478 -5.8700 -1.8850
76 H -0.2627 -7.6356 -2.0892
77 H 1.0749 -6.6780 -2.7522
78 H 1.9478 -5.9901 2.2168
79 H 3.7991 -8.1983 2.5165
80 H 4.5594 -10.1995 1.2718
81 H 3.6954 -10.7047 -0.9581
82 H 2.0484 -9.2328 -2.0527
83 C -5.0924 2.6318 -3.4913
84 N -5.1675 2.6633 -2.0578
85 C -6.0497 3.4054 -1.3296
86 C -5.8421 3.1197 -0.0224
87 N -4.8376 2.1926 0.0396
88 C -4.3561 1.6313 1.2702
89 C -4.4202 1.9266 -1.2131
90 Se -3.1015 0.7459 -1.8116
91 H -5.4600 3.5678 -3.9034
92 H -5.6953 1.8118 -3.8841
93 H -4.0586 2.4758 -3.7967
94 H -6.7486 4.0745 -1.7851
95 H -6.3156 3.4939 0.8624
96 H -3.9383 2.4232 1.8906
97 H -3.5713 0.9032 1.0542
98 H -5.1799 1.1573 1.8071

Cartesian forces, eV/Å:
0.827 -0.022 -0.233
0.087 0.207 -0.245
-0.297 -0.130 0.200
0.055 0.340 -0.231
-0.139 -0.062 0.500
0.489 0.160 -0.437
0.156 0.136 -0.054
0.022 -0.075 -0.127
-0.081 -0.010 0.097
0.022 0.129 -0.106
0.036 -0.093 -0.001
-0.007 -0.158 0.120
-0.025 -0.052 -0.018
0.024 0.144 -0.093
0.121 0.037 0.034
-0.084 -0.030 -0.175
0.009 0.026 -0.043
-0.153 0.033 0.021
-0.032 0.004 0.117
0.019 -0.010 -0.019
-0.065 -0.004 0.021
-0.027 -0.093 -0.019
0.426 0.089 -0.139
-0.256 0.165 0.008
0.165 0.054 0.366
0.254 0.789 0.163
0.275 -0.758 -0.151
-1.758 0.383 0.206
0.218 -0.258 -0.172
-0.203 -0.025 -0.004
-0.107 -0.080 -0.024
-0.319 0.188 0.019
-0.012 -0.076 -0.008
-0.363 -0.807 -0.134
-0.219 0.157 -0.031
0.088 0.048 0.091
0.065 0.035 -0.042
-0.031 0.018 0.059
0.040 0.076 -0.058
0.133 -0.053 -0.112
-0.001 0.052 -0.068
-0.023 -0.053 -0.070
-0.055 -0.020 -0.076
-0.019 -0.107 -0.017
0.060 -0.027 -0.095
0.102 0.064 -0.031
0.043 0.090 0.085
-0.036 -0.003 0.154
-0.002 -0.166 -0.064
-0.115 -0.035 0.008
0.003 -0.080 0.027
0.028 -0.113 -0.034
0.138 -0.001 -0.005
0.079 0.027 0.016
0.009 0.111 0.101
0.015 0.156 -0.066
0.072 -0.053 -0.056
-0.033 0.082 -0.134
-0.138 0.112 -0.014
-0.035 0.051 0.108
-0.023 -0.002 0.054
0.105 -0.065 0.083
0.035 -0.041 0.149
-0.271 0.049 -0.481
0.251 0.003 0.491
-0.103 0.340 0.150
-0.750 1.006 0.157
0.017 -0.117 -0.124
0.203 -0.665 -0.513
-0.133 0.060 -0.087
0.024 -0.023 0.025
-0.003 0.011 -0.038
-0.099 0.168 0.057
0.636 -0.507 0.530
0.053 -0.092 0.034
0.028 0.007 0.075
0.021 -0.009 0.041
-0.096 0.005 -0.163
0.058 0.005 0.119
0.088 -0.061 0.050
0.028 -0.046 -0.038
-0.060 -0.022 -0.161
0.097 -0.202 -0.827
0.405 -0.261 0.791
-0.369 0.203 0.700
-0.388 0.324 -0.342
0.053 0.046 -0.812
0.248 -0.207 0.547
0.322 -0.138 0.221
0.632 -0.549 0.239
0.013 0.035 0.099
0.025 0.034 0.019
-0.052 0.078 0.007
-0.154 0.122 -0.129
-0.113 0.081 0.106
-0.060 -0.095 -0.037
-0.191 0.101 0.001
0.078 -0.082 -0.106



Here is a structure of composition C38H49EuIN5P2 from the Open Molecules 2025 dataset. Energies are from ωB97M-V/def2-TZVPD.

E in eV: -93658.351
Gap between HOMO and LUMO (alpha / beta) in eV: 7.69 / 8.50
2S+1: 8
ΔE to the lowest compared entry with this formula, charge and spin in eV: 0.1772
<S²>: 15.760
Total charge: +1

Geometry (Å):
1 Eu -1.2786 1.0760 0.1533
2 N -2.8054 -0.5627 1.8625
3 C -4.2804 -0.5524 1.7108
4 C -4.7689 0.7954 1.2040
5 N -4.1988 1.1496 -0.1072
6 C -4.7295 0.2391 -1.1398
7 C -3.7079 -0.7866 -1.6058
8 N -2.4639 -0.0987 -1.9973
9 C -4.5650 2.5418 -0.4207
10 C -3.7268 3.1347 -1.5429
11 N -2.2996 3.2054 -1.1548
12 H -2.5297 -1.5208 2.0581
13 H -2.6033 -0.0565 2.7207
14 H -4.7782 -0.7504 2.6634
15 H -4.5709 -1.3490 1.0249
16 H -4.4837 1.5642 1.9210
17 H -5.8673 0.7754 1.1552
18 H -5.0450 0.8167 -2.0118
19 H -5.6194 -0.2816 -0.7724
20 H -4.1439 -1.3508 -2.4363
21 H -3.4659 -1.4938 -0.8109
22 H -2.7010 0.5879 -2.7090
23 H -1.8790 -0.7619 -2.4912
24 H -4.4213 3.1436 0.4782
25 H -5.6256 2.6118 -0.6990
26 H -4.1274 4.1233 -1.7819
27 H -3.8084 2.5278 -2.4472
28 H -2.2273 3.9161 -0.4291
29 H -1.7844 3.5771 -1.9473
30 C 0.0705 -2.4334 0.3431
31 C 0.2978 -2.2304 -1.1652
32 P 0.6893 -0.4480 -1.5119
33 C 0.3903 -0.2976 -3.3244
34 C 0.7734 0.9117 -3.9100
35 C 0.6094 1.1275 -5.2679
36 C 0.0488 0.1387 -6.0659
37 C -0.3334 -1.0654 -5.4988
38 C -0.1618 -1.2860 -4.1368
39 C 2.5212 -0.3813 -1.6250
40 C 3.2165 0.6702 -1.0391
41 C 4.5937 0.7642 -1.1756
42 C 5.2857 -0.1948 -1.9007
43 C 4.5950 -1.2351 -2.5054
44 C 3.2175 -1.3247 -2.3778
45 P 1.6153 -1.9488 1.2943
46 C 2.4648 -3.5724 1.2516
47 C 3.7477 -3.6181 0.7125
48 C 4.4002 -4.8329 0.5468
49 C 3.7781 -6.0096 0.9311
50 C 2.5069 -5.9712 1.4906
51 C 1.8495 -4.7621 1.6474
52 C 0.9102 -1.7888 2.9759
53 C 0.0974 -0.6706 3.1632
54 C -0.4278 -0.3635 4.4058
55 C -0.1339 -1.1807 5.4903
56 C 0.6965 -2.2780 5.3241
57 C 1.2291 -2.5781 4.0767
58 H -0.1937 -3.4686 0.5565
59 H -0.7573 -1.7963 0.6689
60 H -0.6077 -2.5093 -1.7055
61 H 1.1074 -2.8698 -1.5248
62 H 1.2253 1.6808 -3.2918
63 H 0.9324 2.0605 -5.7114
64 H -0.0809 0.3029 -7.1275
65 H -0.7533 -1.8489 -6.1166
66 H -0.4418 -2.2532 -3.7403
67 H 2.6790 1.4157 -0.4763
68 H 5.1289 1.5841 -0.7138
69 H 6.3612 -0.1264 -2.0020
70 H 5.1319 -1.9814 -3.0778
71 H 2.6930 -2.1298 -2.8791
72 H 4.2363 -2.6953 0.4251
73 H 5.3955 -4.8591 0.1219
74 H 4.2831 -6.9581 0.8026
75 H 2.0270 -6.8891 1.8059
76 H 0.8597 -4.7523 2.0876
77 H -0.1120 -0.0070 2.3187
78 H -1.0345 0.5247 4.5420
79 H -0.5377 -0.9445 6.4661
80 H 0.9465 -2.8960 6.1772
81 H 1.9040 -3.4165 3.9672
82 I -1.9135 2.8394 2.4805
83 C 2.0571 6.0026 2.8589
84 C 1.6913 4.8617 1.9663
85 C 1.8265 3.5387 2.3713
86 C 1.4055 2.5211 1.5409
87 N 0.8425 2.7220 0.3419
88 C 0.7820 3.9924 -0.0737
89 C 1.1880 5.0706 0.6829
90 H 2.4262 5.6513 3.8197
91 H 1.1808 6.6294 3.0324
92 H 2.8185 6.6321 2.3958
93 H 2.2331 3.3026 3.3461
94 H 1.5375 1.4886 1.8505
95 H 0.3883 4.1424 -1.0735
96 H 1.1021 6.0760 0.2904

Cartesian forces, eV/Å:
-0.836 -0.006 -0.367
-0.375 -0.282 -0.017
0.069 0.219 -0.085
0.073 -0.149 0.077
-0.303 0.106 0.065
0.287 -0.122 0.024
-0.047 0.144 0.024
-0.248 -0.238 -0.106
0.096 0.006 -0.124
0.027 -0.123 0.182
-0.251 0.195 -0.232
0.116 0.008 0.037
0.214 0.143 -0.058
-0.036 -0.056 -0.020
0.006 -0.029 0.022
0.042 0.018 -0.031
-0.010 0.001 -0.017
-0.009 0.029 0.010
-0.058 0.034 -0.043
0.012 -0.062 0.031
0.000 0.005 0.013
0.116 0.105 -0.014
0.083 -0.004 -0.079
0.041 -0.030 0.023
-0.021 0.022 0.036
-0.022 -0.013 -0.049
0.001 0.027 -0.022
0.166 -0.099 0.163
0.085 -0.034 -0.004
0.350 0.221 -0.176
0.105 0.096 0.219
0.807 -0.488 -0.625
-0.116 -0.030 0.034
-0.086 0.005 0.030
0.020 0.025 0.015
-0.032 -0.040 -0.048
-0.012 0.001 -0.040
0.083 0.041 -0.029
-0.071 -0.099 -0.025
-0.006 -0.077 0.001
0.070 -0.036 -0.026
0.031 0.081 0.048
-0.021 -0.134 -0.025
0.105 0.015 0.055
-0.234 -0.243 0.002
-0.101 0.172 0.030
-0.025 0.030 0.047
0.050 -0.038 0.007
0.033 0.023 -0.008
-0.076 -0.047 0.054
0.130 -0.062 -0.059
0.141 0.024 -0.135
-0.058 0.022 -0.007
-0.032 0.045 0.092
-0.010 0.000 0.008
0.031 -0.002 0.074
-0.042 0.038 -0.052
-0.094 -0.010 0.029
0.005 -0.023 0.096
-0.025 -0.006 -0.037
-0.069 -0.037 -0.026
0.026 0.017 -0.018
-0.021 0.014 0.025
0.017 0.005 0.008
-0.002 0.015 -0.003
0.012 -0.012 0.069
-0.046 0.055 0.058
-0.020 0.002 0.004
-0.010 -0.006 -0.005
-0.017 0.025 -0.015
-0.018 0.000 0.008
0.001 0.033 -0.069
-0.013 0.011 0.002
0.000 0.007 0.005
0.005 0.007 -0.009
-0.026 0.033 -0.012
0.087 -0.120 0.302
-0.003 0.001 -0.081
0.017 -0.013 0.004
-0.001 -0.013 -0.023
-0.023 -0.033 -0.007
-0.296 0.618 0.836
-0.009 0.097 -0.016
-0.028 -0.267 -0.106
0.079 0.161 0.071
0.020 -0.044 -0.191
0.388 0.147 0.159
-0.085 -0.096 -0.080
0.029 0.097 0.095
0.017 0.022 0.003
0.014 -0.003 0.033
0.012 -0.017 0.014
0.007 -0.029 -0.019
-0.100 -0.027 0.021
-0.046 0.056 0.022
-0.036 -0.025 -0.045